A molecular structure, C34H32N3OPPt. Source: OMol25; level of theory: ωB97M-V/def2-TZVPD.

```
72
Properties=species:S:1:pos:R:3:forces:R:3:lowdin_charge:R:1
Pt -0.11751 -0.83151 0.07968 0.36 -0.82 0.12 1.3087
C 2.22136 -1.71128 3.13226 0.03 -0.06 0.07 -0.0357
C 1.90056 -2.67012 1.99455 0.06 -0.09 -0.05 -0.3983
C 2.42446 -4.07448 2.29652 -0.02 -0.03 -0.10 -0.0245
C 2.45452 -2.19891 0.63559 -0.02 0.22 -0.01 -0.2557
C 3.95473 -1.88878 0.62178 0.06 0.01 0.02 0.0236
O 4.02519 -0.45535 0.30780 -0.16 -0.15 0.14 0.1102
C 2.84984 0.01410 0.06652 -0.41 -0.69 0.01 -0.2651
N 1.86642 -0.89469 0.18206 0.15 0.57 0.46 -0.0710
C 2.75090 1.39973 -0.33835 0.13 -0.14 0.22 -0.1246
C 3.94588 2.08393 -0.51094 0.39 0.11 -0.13 0.0664
C 3.95749 3.37534 -1.02486 0.39 -0.15 0.12 0.0368
C 2.77348 3.97883 -1.37454 -0.03 0.26 -0.08 0.0218
C 1.57084 3.32072 -1.17857 -0.51 -0.05 0.01 -0.0363
C 1.54363 2.04340 -0.62499 -0.41 -0.16 -0.24 -0.2551
P -0.11308 1.50540 -0.15854 0.12 1.36 -1.16 1.0712
C -1.19993 1.86864 -1.48462 0.01 -0.15 0.33 -0.3649
C -2.52366 2.29511 -1.23701 0.02 -0.17 0.01 -0.0620
C -3.36230 2.55303 -2.29605 -0.05 0.07 -0.19 -0.0044
C -2.90371 2.38089 -3.60751 0.05 -0.02 0.14 0.0395
C -1.60109 1.93487 -3.85767 -0.08 0.03 -0.13 -0.0095
C -0.74794 1.67879 -2.81050 -0.01 -0.05 0.06 -0.0644
C -0.54492 2.26441 1.38802 -0.04 -0.61 0.25 -0.3575
C -1.09837 3.55577 1.37747 -0.10 -0.08 -0.06 -0.0541
C -1.32524 4.18809 2.58602 0.05 -0.09 0.18 0.0030
C -1.02555 3.54243 3.78738 -0.07 0.13 -0.09 0.0225
C -0.48411 2.25985 3.79459 0.00 -0.07 0.08 -0.0141
C -0.23898 1.61701 2.59830 -0.06 0.23 -0.19 -0.1008
H 1.75337 -2.06225 4.05187 -0.01 0.03 -0.02 0.1094
H 1.87681 -0.69555 2.94846 -0.06 0.20 -0.02 0.0511
H 3.29318 -1.66034 3.33156 -0.02 -0.04 0.02 0.1013
H 0.80463 -2.74707 1.87559 -0.01 0.04 0.02 0.1177
H 3.51128 -4.07873 2.40399 0.00 0.01 0.01 0.1035
H 2.15827 -4.78803 1.51524 0.01 -0.01 0.01 0.0963
H 2.01091 -4.43498 3.23703 0.00 0.00 -0.01 0.1068
H 2.19800 -2.93616 -0.12751 0.07 -0.12 0.01 0.1395
H 4.51520 -2.40560 -0.15053 0.04 -0.02 -0.03 0.1591
H 4.43829 -2.02100 1.58512 0.04 0.00 -0.04 0.1438
H 4.87333 1.58423 -0.26802 0.05 0.09 -0.06 0.1490
H 4.88961 3.90413 -1.16852 0.09 -0.07 0.05 0.1479
H 2.76829 4.97853 -1.78595 0.00 0.05 -0.03 0.1466
H 0.65859 3.84152 -1.44148 -0.04 -0.06 0.06 0.1274
H -2.87749 2.44068 -0.22603 -0.03 -0.04 0.04 0.1096
H -4.37074 2.90134 -2.11667 0.00 0.02 -0.02 0.1374
H -3.56424 2.59635 -4.43826 -0.01 -0.01 0.00 0.1428
H -1.26310 1.80213 -4.87679 -0.01 0.03 -0.01 0.1364
H 0.26485 1.34944 -3.00963 0.02 0.02 0.02 0.1201
H -1.33409 4.06389 0.45276 0.04 0.03 -0.01 0.1191
H -1.74128 5.18732 2.59448 0.03 0.01 0.01 0.1404
H -1.21642 4.04699 4.72610 0.01 0.01 -0.01 0.1418
H -0.25249 1.77085 4.73199 -0.01 0.02 0.00 0.1363
H 0.18378 0.62057 2.60112 0.14 -0.17 0.04 0.0714
C -4.27165 -0.63652 1.21732 0.04 -0.03 -0.05 0.0338
C -4.83070 -1.60904 0.40099 -0.02 0.05 0.04 0.0539
C -4.01272 -2.31234 -0.47842 -0.09 -0.12 0.00 0.0683
C -2.66547 -2.02865 -0.51897 -0.32 0.06 0.02 -0.1893
N -2.13938 -1.06273 0.26467 0.31 0.24 0.09 -0.0819
C -2.91498 -0.38437 1.11815 -0.26 -0.27 0.08 -0.0730
C -1.70476 -2.66159 -1.41628 -0.11 -0.23 -0.19 -0.1696
C -1.95349 -3.75778 -2.21532 0.05 -0.04 -0.17 0.0735
C -0.97122 -4.19990 -3.09631 0.01 -0.02 -0.02 0.0662
C 0.24403 -3.52567 -3.17427 -0.10 0.01 0.05 0.0364
C 0.46531 -2.46223 -2.32613 0.16 -0.06 -0.19 -0.0645
N -0.48155 -2.08002 -1.45387 -0.09 0.72 0.36 -0.0374
H -4.86781 -0.07756 1.92599 -0.01 -0.01 -0.01 0.1443
H -5.89172 -1.82281 0.44473 0.01 -0.01 0.01 0.1513
H -4.43457 -3.07222 -1.12172 -0.01 0.00 0.01 0.1421
H -2.43201 0.34186 1.74586 0.11 0.21 0.12 0.1064
H -2.90671 -4.26589 -2.16294 0.00 0.02 0.01 0.1458
H -1.16021 -5.05890 -3.72936 0.00 0.01 0.00 0.1547
H 1.01420 -3.81863 -3.87558 0.00 0.00 0.01 0.1484
H 1.38393 -1.89855 -2.33879 0.09 0.02 0.04 0.1301
```
Forces are in eV/Å.

HOMO (alpha / beta)   -20.4 / -20.4 eV
ΔE to the lowest compared entry with this formula, charge and spin   78.31 kJ/mol
Multiplicity   1
Net charge   +4
Max |F|   1.8 eV/A



A molecular structure, C34H32O6PRuS3. Source: OMol25; level of theory: ωB97M-V/def2-TZVPD.

```
77
Properties=species:S:1:pos:R:3:forces:R:3:mulliken_spin:R:1
Ru 0.07921 0.59990 -0.64644 -0.24 -1.18 -0.93 0.9393
C -0.32538 4.52616 5.26436 0.03 -0.01 -0.01 0.0000
C -1.02806 3.33509 5.33802 -0.12 0.07 0.18 -0.0001
C -1.25941 2.58773 4.19786 -0.03 0.17 -0.17 -0.0002
C -0.78944 3.02862 2.96341 0.34 -0.80 0.10 -0.0005
C -0.09672 4.23515 2.88969 -0.16 -0.06 -0.17 -0.0003
C 0.13767 4.97502 4.03550 -0.05 0.09 0.15 -0.0006
P -0.82616 1.90948 1.46483 -1.00 0.66 0.39 -0.0061
C -1.88282 0.54809 2.05761 0.04 -0.16 0.29 0.0357
C -1.49601 -0.72421 2.48757 -0.12 0.66 0.26 -0.0073
C -2.44663 -1.61335 2.95558 -0.18 -0.06 0.18 -0.0003
C -3.79368 -1.28501 2.95099 0.14 0.20 0.00 0.0045
C -4.19634 -0.04522 2.46576 -0.06 -0.31 0.25 -0.0035
C -3.25237 0.85728 2.03161 0.61 0.13 0.04 0.0117
C 0.92624 1.39795 1.45564 1.07 0.60 0.05 -0.0364
C 1.65650 0.49869 2.28508 -0.52 0.68 -0.45 0.0292
C 3.01926 0.37975 2.15668 0.24 -0.13 -0.11 -0.0083
C 3.72587 1.13610 1.21919 -0.78 0.64 -0.31 0.0168
C 3.05738 2.10281 0.46362 0.99 -0.38 0.25 -0.0128
C 1.69933 2.27164 0.61121 -1.40 -1.41 0.76 0.0175
H -0.14314 5.10115 6.16090 0.04 0.05 0.04 0.0000
H -1.39689 2.97846 6.28969 -0.02 0.00 0.09 0.0000
H -1.81602 1.66533 4.26239 0.03 -0.13 0.08 0.0001
H 0.25211 4.59286 1.93118 0.10 0.00 -0.06 0.0007
H 0.68449 5.90626 3.98062 0.01 0.05 -0.07 0.0000
H -0.45731 -1.01559 2.47519 0.02 0.04 0.05 -0.0095
H -2.12679 -2.57814 3.32366 0.00 -0.13 0.00 0.0001
H -4.52827 -1.98772 3.31165 -0.08 -0.11 0.03 0.0007
H -5.24734 0.20695 2.43981 -0.05 0.04 -0.02 0.0000
H -3.54841 1.83427 1.67567 -0.10 0.09 -0.08 -0.0013
H 1.14743 -0.05307 3.05966 -0.06 -0.09 -0.02 -0.0015
H 3.55759 -0.30862 2.79152 0.02 -0.08 0.06 -0.0002
H 4.78893 1.00603 1.09864 0.15 0.00 0.02 0.0008
H 3.58214 2.73394 -0.23609 0.09 0.05 -0.08 -0.0011
O -0.03168 -0.45262 -2.74804 -0.58 0.18 0.86 0.0029
S 0.65869 -0.64014 -4.04716 1.13 -0.75 -0.24 0.0052
C 1.17697 -2.45917 -4.07853 -0.25 0.38 -0.10 0.0003
C 1.16158 -3.10807 -2.70389 -0.17 0.24 0.00 -0.0011
C -0.24747 -3.52382 -2.27771 0.19 0.19 -0.05 -0.0001
C -0.24719 -4.12477 -0.88376 -0.12 0.61 0.37 0.0001
S -0.44438 -2.79964 0.43980 -0.16 -0.49 -1.06 -0.0024
O 0.45385 -1.66660 0.04372 0.30 0.56 -0.05 -0.0030
C -2.11919 -2.36832 -0.03098 -0.81 0.32 0.07 -0.0131
C -2.48052 -1.15982 -0.63419 0.95 -0.42 0.19 0.1230
C -3.81431 -0.88616 -0.86578 -0.38 -0.18 -0.08 0.0128
C -4.79728 -1.79328 -0.49349 0.35 -0.28 0.13 0.0000
C -4.43833 -2.97322 0.16144 -0.35 0.19 -0.41 0.0006
C -3.11291 -3.25291 0.39575 0.64 0.12 -0.31 -0.0045
C 2.37074 -0.08462 -3.94235 -0.16 0.08 -0.21 0.0015
C 2.96054 0.24864 -5.15440 -0.27 -0.09 0.17 -0.0030
C 4.30848 0.55427 -5.19740 0.16 -0.02 0.12 -0.0003
C 5.04422 0.54492 -4.02046 0.00 0.06 -0.09 0.0000
C 4.43609 0.24033 -2.81110 0.08 -0.05 0.00 0.0010
C 3.09340 -0.08680 -2.76329 -0.16 -0.18 0.16 0.0010
H 2.17311 -2.47710 -4.51953 -0.12 0.05 -0.07 0.0002
H 0.47882 -2.95536 -4.75140 -0.05 -0.04 -0.08 0.0001
H 1.55741 -2.41850 -1.95550 0.09 -0.06 -0.03 -0.0008
H 1.81500 -3.98745 -2.73008 -0.03 0.07 0.00 0.0000
H -0.64857 -4.24173 -3.00043 -0.02 -0.03 0.10 -0.0002
H -0.89724 -2.64406 -2.29442 0.01 -0.13 -0.11 0.0004
H 0.68088 -4.65778 -0.67707 0.03 0.04 0.18 0.0006
H -1.08618 -4.79795 -0.72265 -0.06 -0.04 0.13 -0.0004
H -1.71586 -0.40944 -0.92419 -0.54 -0.45 0.06 -0.1171
H -4.08497 0.04398 -1.34196 -0.01 0.11 -0.03 0.0001
H -5.83542 -1.58361 -0.69345 -0.14 0.06 0.01 0.0002
H -5.19441 -3.67433 0.48385 -0.09 -0.01 0.02 0.0001
H -2.81871 -4.14628 0.92672 -0.07 -0.19 0.11 0.0003
H 2.35337 0.25536 -6.04829 0.00 0.04 -0.16 0.0000
H 4.78445 0.79456 -6.13743 0.00 0.05 -0.03 0.0000
H 6.09620 0.78743 -4.04405 0.09 0.03 0.00 0.0000
H 5.01941 0.24965 -1.90154 0.01 0.01 0.08 -0.0007
H 2.60554 -0.31899 -1.82095 0.05 0.06 -0.08 0.0003
O 0.80100 4.28885 -2.25192 0.01 0.50 0.14 0.0012
S 0.60329 3.04197 -1.60429 0.27 0.54 -0.72 -0.0176
O 1.02818 3.29583 -0.01602 0.51 0.57 -0.39 -0.0019
O -0.78394 2.58300 -1.54263 0.31 -0.97 0.57 0.0011
O 1.48038 1.95995 -2.03320 0.41 0.13 0.03 0.0467
```
Forces are in eV/Å.

HOMO (alpha / beta)   -6.7 / -6.4 eV
⟨S²⟩   0.766
ΔE to the lowest compared entry with this formula, charge and spin   329.16 kJ/mol
Multiplicity   2
Max |F|   2.1 eV/A



A molecular structure, C34H33AsF5N4OS4V. Source: OMol25; level of theory: ωB97M-V/def2-TZVPD.

```
83
Properties=species:S:1:pos:R:3:forces:R:3:mulliken_spin:R:1
V 1.17680 -0.76112 -1.37716 0.64 1.43 1.70 0.9697
S 0.15921 -2.56599 -2.42673 -0.19 -0.09 -0.30 -0.0128
C 1.49007 -3.44269 -3.10331 -0.03 -0.18 -0.02 0.0092
C 1.17206 -4.54909 -3.96729 0.05 0.14 0.13 -0.0017
N 0.90450 -5.42436 -4.66403 -0.02 -0.02 0.00 0.0022
C 2.78072 -3.12331 -2.84034 0.10 -0.14 0.08 0.0119
S 3.17682 -1.79257 -1.78457 0.16 -0.12 -0.33 -0.0368
C 3.87509 -3.86215 -3.40070 -0.15 0.09 0.08 0.0040
N 4.77676 -4.42880 -3.83720 0.02 -0.01 -0.01 -0.0007
S 1.23456 -1.66736 0.72319 0.10 -0.57 -0.64 -0.0167
C -0.16244 -1.15071 1.56732 -0.20 0.14 0.16 0.0372
N -0.74461 -1.95292 2.56177 0.31 0.15 0.09 0.0057
C -1.78640 -1.36565 3.36095 -0.02 -0.02 -0.03 0.0021
C -2.67679 -0.50714 2.47141 0.01 -0.05 -0.06 0.0019
N -1.87645 0.48804 1.80069 -0.08 0.19 0.09 0.0126
C -2.44209 1.80410 1.62915 0.00 -0.02 -0.09 -0.0033
C -2.48299 2.57180 2.93032 0.05 -0.01 0.00 0.0002
C -1.29040 2.83004 3.60589 -0.03 -0.01 -0.01 0.0011
C -1.29972 3.51268 4.80956 0.00 0.00 0.00 -0.0003
C -2.50278 3.94581 5.35881 0.02 0.01 0.01 0.0005
C -3.69114 3.69113 4.69563 -0.01 -0.01 -0.01 -0.0003
C -3.67791 3.00421 3.48584 0.00 0.03 0.00 0.0010
C -0.67636 0.08656 1.25339 0.03 -0.07 0.11 0.0174
S 0.21961 1.09281 0.17061 -0.22 -0.28 -0.43 0.0342
C -0.43794 -3.34936 2.74731 -0.12 -0.10 -0.11 -0.0016
C -1.54704 -4.24565 2.23879 0.03 0.01 -0.06 -0.0008
C -2.29023 -5.04972 3.09014 0.00 -0.01 0.01 0.0011
C -3.32409 -5.84005 2.59727 0.00 0.01 0.03 -0.0001
C -3.61839 -5.82727 1.24450 0.00 0.00 -0.03 0.0003
C -2.87708 -5.02345 0.38324 -0.02 0.00 0.00 0.0001
C -1.85105 -4.23716 0.87639 0.00 0.00 0.04 0.0054
H -1.38268 -0.74946 4.17744 -0.01 0.02 -0.02 -0.0003
H -2.38391 -2.16859 3.79913 0.02 0.01 0.02 -0.0003
H -3.44328 -0.00199 3.06235 0.03 0.00 0.04 0.0000
H -3.17363 -1.16025 1.74027 -0.03 0.01 0.02 -0.0003
H -3.45313 1.72498 1.21077 0.00 0.01 0.01 0.0000
H -1.82876 2.33428 0.89971 -0.03 0.00 0.00 -0.0015
H -0.35757 2.48526 3.17357 0.01 -0.01 0.00 0.0016
H -0.36748 3.70885 5.32419 0.00 0.01 0.00 0.0000
H -2.50872 4.47898 6.30108 0.00 0.00 0.01 0.0000
H -4.63168 4.02004 5.11943 -0.01 0.01 0.00 0.0000
H -4.60746 2.80287 2.96495 -0.01 0.00 0.00 -0.0001
H -0.24697 -3.55163 3.80788 -0.03 -0.01 0.00 0.0008
H 0.48105 -3.57562 2.20853 0.01 0.02 0.04 -0.0011
H -2.05615 -5.05990 4.14954 -0.01 -0.01 0.01 0.0000
H -3.89922 -6.46152 3.27271 0.00 0.00 0.00 0.0000
H -4.41941 -6.44368 0.85627 -0.01 0.00 0.00 0.0000
H -3.09591 -5.01217 -0.67691 0.00 -0.01 0.00 0.0001
H -1.27189 -3.61468 0.20263 0.01 0.01 -0.01 -0.0013
F -4.54367 2.22462 -4.03971 -0.01 0.00 0.00 0.0000
C -3.32913 1.76999 -3.69657 0.02 -0.03 0.04 -0.0002
C -2.19616 2.25002 -4.32931 0.06 -0.04 0.03 0.0001
F -2.31393 3.17685 -5.28893 -0.02 0.01 -0.01 0.0001
C -0.94609 1.78310 -3.97017 -0.22 0.14 -0.02 -0.0031
F 0.12634 2.29417 -4.59091 0.05 -0.03 0.02 -0.0006
C -0.76915 0.82474 -2.96741 0.35 -0.14 0.04 -0.0583
O 0.44426 0.44016 -2.64224 -0.43 -0.18 -0.46 -0.0660
C -1.93366 0.34512 -2.35887 -0.20 0.07 -0.04 0.0430
F -1.86597 -0.60055 -1.41140 0.02 -0.04 -0.03 0.0165
C -3.18803 0.81450 -2.70696 0.07 0.03 -0.06 0.0069
F -4.27277 0.33967 -2.08286 -0.02 0.00 0.00 0.0000
C 2.51068 4.05831 -0.37872 0.03 0.06 0.05 0.0002
C 3.00206 3.41184 -1.66942 -0.16 0.05 0.01 0.0064
As 3.20643 1.46827 -1.52788 0.13 -0.53 -0.06 0.0051
C 4.62158 1.34874 -0.17321 -0.07 0.06 0.13 0.0060
C 5.95464 1.99238 -0.52445 0.04 0.05 -0.01 -0.0006
C 4.28475 1.17788 -3.14394 -0.01 0.08 -0.04 -0.0031
C 3.42379 0.86100 -4.36042 -0.01 0.02 -0.08 0.0093
H 2.20592 5.09385 -0.54521 0.04 0.01 -0.01 0.0001
H 3.29461 4.06511 0.38158 0.00 -0.02 0.00 -0.0002
H 1.65656 3.52524 0.03929 -0.03 -0.01 -0.03 0.0006
H 3.96131 3.82646 -1.98840 -0.03 0.02 0.01 0.0000
H 2.29026 3.58088 -2.48074 0.00 -0.03 0.00 0.0011
H 4.73661 0.28327 0.03753 0.03 0.01 -0.03 -0.0004
H 4.19967 1.79376 0.73144 0.01 -0.04 0.01 -0.0003
H 6.42215 1.50795 -1.38200 -0.01 -0.01 0.00 0.0000
H 6.65532 1.92437 0.31105 0.00 -0.01 0.01 0.0001
H 5.84231 3.05170 -0.76742 -0.02 0.00 0.01 0.0002
H 4.96173 0.35051 -2.92505 -0.04 -0.02 -0.01 -0.0019
H 4.89340 2.07023 -3.31487 0.01 -0.03 -0.01 0.0003
H 2.79575 -0.01262 -4.18277 0.02 0.00 0.01 0.0000
H 4.04753 0.65386 -5.23297 -0.01 0.01 0.00 -0.0003
H 2.75745 1.68820 -4.61245 0.00 0.01 0.02 -0.0013
```
Forces are in eV/Å.

HOMO (alpha / beta)   -3.8 / -3.7 eV
⟨S²⟩   0.782
ΔE to the lowest compared entry with this formula, charge and spin   41.83 kJ/mol
Multiplicity   2
Net charge   -1
Max |F|   2.3 eV/A